A 9-piece molecular cluster, C69H63INO34 overall at a distorted geometry, computed with ωB97M-V with the def2-TZVPD basis set.

Calculated total energy = -151763.055 eV
LUMO = -3.4 eV
Total charge = +1
HOMO-LUMO gap = 6.936 eV

Atoms and positions in Å:
C1 -4.932 -2.813 6.513
C2 -8.768 1.317 4.833
O1 9.766 5.760 -3.787
H1 -0.589 0.215 2.378
H2 -0.223 -6.168 -2.038
H3 1.718 3.222 0.028
H4 -6.270 -1.946 5.123
H5 -2.048 6.032 -4.388
C3 9.707 2.212 -3.669
C4 8.296 4.625 2.265
H6 -0.368 3.770 5.574
C5 6.889 -4.450 -4.034
C6 -4.795 3.340 6.344
O2 -2.362 4.307 -3.141
O3 -1.989 -0.268 4.927
H7 5.008 -6.995 -2.984
O4 -12.577 6.412 -8.969
C7 -3.545 -2.842 7.065
O5 6.810 6.389 1.504
H8 1.191 -1.652 -1.337
C8 -2.892 -1.108 5.488
H9 -3.965 1.195 1.831
H10 9.566 2.917 2.751
H11 -10.101 7.076 -8.397
C9 7.776 -3.441 -3.133
C10 -8.428 0.144 5.688
C11 -11.132 0.978 5.290
O6 1.406 1.498 1.274
C12 -3.532 4.616 -3.288
C13 -10.034 1.703 4.649
H12 5.692 -8.786 -1.577
H13 6.570 -3.816 -4.931
C14 0.358 -7.742 -0.618
H14 -13.421 5.921 -8.931
H15 7.177 -6.722 0.032
C15 -11.459 3.960 -6.363
C16 -5.272 -1.977 5.528
H16 2.035 -6.075 -3.367
H17 -6.933 1.494 4.537
C17 -12.328 4.645 -7.321
O7 -5.831 -3.669 7.055
H18 -5.423 7.007 -4.942
C18 0.754 -6.536 -1.571
C19 -0.858 1.058 1.755
C20 8.808 2.771 0.777
C21 1.646 -6.996 -2.841
H19 -0.556 -8.303 -1.013
H20 0.898 -7.476 -3.562
H21 -7.730 4.005 -2.583
H22 6.668 5.074 -0.766
H23 2.434 -7.759 -2.573
H24 -10.294 2.551 4.030
H25 -1.546 -1.984 6.871
H26 1.170 -8.523 -0.484
C22 -2.129 1.418 1.556
C23 7.558 3.126 -4.653
C24 -11.767 5.807 -8.070
C25 6.038 -9.999 1.513
H27 0.312 -3.883 -2.308
O8 -13.477 4.299 -7.527
O9 -3.277 -3.605 7.976
C26 0.233 1.805 1.128
C27 0.999 -3.920 -1.416
C28 7.052 -1.997 -3.189
O10 6.341 2.867 -5.187
H28 6.253 1.894 -5.174
H29 6.378 -10.562 2.429
C29 -2.002 3.884 6.473
H30 0.066 -7.365 0.408
O11 -1.916 2.994 4.301
C30 -2.619 3.267 5.261
C31 7.287 4.646 0.011
H31 3.697 -7.692 -1.021
H32 7.423 5.234 -4.823
C32 -5.895 4.229 -2.859
C33 5.861 -9.312 0.513
H33 -8.547 4.240 -5.296
O12 -6.126 3.104 6.375
C34 7.969 3.389 -0.292
C35 5.628 -6.204 -2.432
O13 -6.916 3.552 -2.285
C36 2.376 -2.683 0.367
H34 7.761 -1.222 -3.647
N1 7.056 -7.412 -0.728
I1 7.949 -8.107 -3.507
C37 -2.739 4.217 7.537
O14 -8.518 5.934 -6.662
C38 -2.481 2.582 0.691
O15 -11.814 -0.824 6.770
H35 7.492 -5.304 -4.464
H36 3.409 -0.746 0.168
O16 -7.259 -0.182 5.816
O17 0.906 3.678 -0.266
H37 -4.353 3.028 -2.038
O18 8.420 5.194 3.333
H38 7.828 -3.760 -2.047
O19 -7.738 1.970 4.251
C39 -4.058 3.010 5.279
C40 4.108 -6.773 0.939
O20 -2.860 6.489 -4.682
O21 -3.152 0.742 2.129
C41 2.302 -5.353 0.368
C42 -1.389 3.343 0.084
C43 -3.883 5.797 -4.130
H39 -4.489 2.546 4.401
C44 -9.522 -0.568 6.348
H40 -12.622 -0.356 6.480
O22 11.385 3.718 -3.029
O23 -0.665 4.092 6.447
C45 10.158 3.461 -3.537
O24 -3.652 2.871 0.517
C46 -10.518 6.233 -7.862
H41 -6.431 3.429 7.245
O25 -4.892 4.283 8.488
H42 4.335 -7.500 1.770
H43 3.749 -1.627 1.723
H44 7.078 6.601 2.421
C47 1.380 -5.283 -0.840
C48 8.959 3.353 1.969
C49 2.743 -4.014 0.933
O26 9.412 1.594 0.484
H45 -11.873 3.108 -5.841
C50 -0.118 2.986 0.285
C51 -9.654 5.564 -6.887
C52 -6.248 5.394 -3.724
C53 5.548 -4.870 -3.291
H46 11.472 4.692 -3.036
C54 -2.551 -1.941 6.475
C55 8.377 1.955 -4.223
H47 -1.658 4.194 -0.526
H48 7.844 -8.088 -0.764
C56 4.587 -7.200 -0.507
O27 -12.300 1.288 5.136
C57 -4.623 3.870 -2.661
O28 7.872 2.834 -1.374
O29 2.675 -6.592 0.934
H49 4.673 -5.811 1.201
H50 8.821 -3.369 -3.568
O30 -9.394 3.751 -5.271
H51 3.427 -4.038 1.843
H52 2.103 -0.714 1.497
H53 -2.305 4.666 8.420
H54 -9.260 -1.407 6.980
C58 8.007 4.376 -4.518
H55 9.148 1.388 -0.434
H56 -2.483 0.228 4.241
H57 10.297 1.353 -3.378
O31 4.942 -5.953 -1.186
O32 7.927 0.826 -4.345
C59 2.918 -1.326 1.012
C60 -4.184 3.981 7.545
C61 9.328 4.635 -3.941
H58 7.864 -5.872 -1.954
H59 5.318 -4.029 -2.548
O33 -7.420 5.680 -3.897
C62 7.434 5.229 1.206
H60 6.123 -2.018 -3.855
C63 7.101 -6.692 -2.078
O34 -4.553 -0.270 4.068
C64 -10.789 -0.182 6.168
C65 5.800 -8.222 -0.587
C66 -5.155 6.155 -4.332
H61 4.646 -4.883 -3.991
C67 -10.208 4.381 -6.155
C68 1.486 -2.621 -0.851
H62 6.668 -1.689 -2.160
C69 -4.285 -1.061 4.956
H63 -5.342 -4.159 7.744

Atomic partial charges in e from the Mulliken method, atoms 1 to 99: 0.38 0.24 -0.63 0.53 0.59 0.32 0.34 0.34 -0.77 0.89 0.34 -0.90 0.14 -0.65 -0.47 0.39 -0.56 0.96 -0.57 0.40 0.18 0.31 0.43 0.42 -0.20 0.89 0.97 -0.72 0.98 -0.80 0.33 0.43 -1.26 0.35 0.45 -0.82 -1.14 0.18 0.13 0.95 -0.58 0.47 0.12 -0.59 0.33 -1.02 0.37 0.43 0.37 0.52 0.23 0.47 0.48 0.21 -0.11 0.40 0.35 0.19 0.29 -0.61 -0.62 1.04 -0.75 -1.07 -0.59 0.33 0.40 0.13 0.29 -0.52 0.99 -1.06 -0.40 0.44 0.38 -1.33 0.20 -0.49 0.92 0.77 -0.60 0.85 0.25 -0.01 0.32 -0.87 -0.54 1.22 -0.57 0.23 0.31 -0.48 -0.60 0.44 -0.60 0.17 -0.49 -0.53 -0.89

***

C30H67NbO13P as an isolated structure at a distorted geometry, computed with ωB97M-V with the def2-TZVPD basis set.

Calculated total energy = -69635.912 eV
LUMO = 1.6 eV
Total charge = -1
HOMO-LUMO gap = 6.475 eV

Atoms and positions in Å:
C1 -5.864 3.259 -0.049
H1 6.380 -13.382 -5.453
H2 0.247 0.912 -0.085
H3 -3.956 0.542 -0.162
C2 6.245 -12.354 -4.972
C3 -1.198 4.876 -0.071
H4 1.767 4.098 4.180
H5 -7.563 2.302 0.861
C4 -2.638 5.689 1.636
H6 -1.880 4.345 -0.741
H7 2.487 -1.400 2.275
H8 -2.589 9.869 1.218
C5 0.141 8.380 2.196
H9 6.811 -6.784 -4.013
P1 3.728 -6.682 -3.859
H10 7.518 -12.809 -3.054
O1 2.243 -1.034 -2.410
H11 7.227 -10.429 -1.952
C6 5.217 -9.802 -5.044
H12 0.617 -1.707 -3.512
H13 1.998 -2.462 3.600
H14 -3.759 4.012 -2.621
H15 0.957 6.689 3.202
H16 -3.959 3.301 -4.258
H17 -2.568 7.659 2.565
H18 2.995 -0.433 4.654
H19 0.249 3.174 4.181
H20 -5.266 4.250 -3.514
O2 2.741 -6.123 -2.761
C7 1.627 -1.762 2.846
C8 0.498 -0.050 5.754
H21 -7.951 0.337 0.171
C9 -7.311 2.765 -0.097
C10 6.726 -10.628 -2.971
C11 1.254 3.237 4.607
H22 -5.595 0.610 -0.731
C12 0.075 6.904 2.588
H23 -0.200 -0.317 6.554
H24 -1.691 10.035 2.731
H25 -0.815 4.197 0.698
H26 1.068 -4.157 -3.636
H27 0.117 8.993 3.101
C13 5.398 -11.224 -5.661
H28 -3.161 2.089 -1.887
H29 -5.594 3.786 -0.963
O3 -0.901 8.735 1.297
H30 -3.038 6.358 3.615
C14 1.682 -3.244 -1.356
H31 1.483 -1.255 -0.487
C15 1.054 -0.776 -3.155
H32 -7.951 -0.083 -1.546
C16 5.900 -9.482 -3.684
C17 6.895 -12.028 -3.606
H33 0.286 0.991 5.521
H34 7.388 -7.957 -1.742
H35 -1.069 10.790 1.222
O4 -1.042 6.515 3.390
O5 1.940 2.044 4.257
O6 -4.876 2.281 0.276
H36 0.937 -2.265 2.163
C18 -1.584 9.929 1.646
H37 -0.853 -0.824 4.278
H38 -3.687 5.808 1.347
C19 -4.686 1.201 -0.642
H39 4.137 -5.510 -4.620
O7 0.988 -0.640 3.432
O8 1.797 -0.179 6.333
H40 3.933 1.870 4.635
H41 3.796 -0.018 6.141
H42 -0.345 5.238 -0.651
C20 2.986 1.686 5.150
H43 -3.943 0.661 -2.585
H44 2.967 2.294 6.059
H45 4.596 -9.014 -5.581
C21 -4.459 3.538 -3.315
H46 3.097 -7.682 -4.673
O9 -1.851 6.000 0.494
C22 0.194 -0.962 4.565
O10 -0.574 -0.541 -1.345
Nb1 5.834 -7.474 -2.606
C23 -4.123 1.578 -2.015
O11 -7.529 1.875 -1.182
O12 0.352 -3.358 -1.845
H47 1.149 3.344 5.692
C24 0.227 -4.245 -2.944
C25 0.012 0.106 -2.466
H48 0.326 -2.009 4.863
C26 -0.633 0.268 -0.179
H49 4.832 -8.137 -1.246
C27 2.113 -1.785 -1.200
C28 -2.343 6.623 2.811
H50 4.934 -11.472 -6.677
C29 2.914 0.208 5.531
H51 1.089 8.564 1.683
H52 1.708 -3.724 -0.373
O13 -5.037 2.367 -2.766
H53 -0.794 0.318 -3.176
H54 -2.492 4.649 1.952
H55 3.114 -1.788 -0.756
H56 -1.548 0.859 -0.183
H57 -5.801 4.006 0.750
H58 -9.304 0.863 -0.889
H59 2.394 -3.768 -2.005
C30 -8.231 0.692 -0.827
H60 0.162 6.256 1.717
H61 1.388 -0.245 -4.054
H62 -0.646 -0.404 0.685
H63 0.137 -5.272 -2.584
H64 -7.970 3.626 -0.245
H65 0.478 1.055 -2.184
H66 -0.685 -3.981 -3.490
H67 6.003 -5.845 -1.762

Atomic partial charges in e from the Mulliken method, atoms 1 to 99: -0.10 0.29 0.49 0.48 -0.39 -0.40 0.27 0.36 -0.30 -0.20 0.22 0.23 -0.64 -0.01 0.19 0.26 -0.52 0.22 -0.17 0.09 0.47 0.16 0.41 0.30 0.11 0.03 0.24 0.26 -0.61 -0.94 -0.27 0.40 -0.68 -0.25 -0.82 0.04 -0.11 0.44 0.41 0.36 0.40 0.36 -0.40 0.06 0.08 -0.26 0.43 -0.38 -0.28 -0.42 0.24 0.51 -0.35 0.03 -0.03 0.28 -0.47 -0.25 -0.46 0.37 -0.85 0.35 0.25 -0.29 0.05 -0.26 -0.47 0.39 0.44 0.35 -0.53 0.42 0.34 0.18 -0.63 0.02 -0.33 -0.57 -0.22 -0.85 -0.23 -0.28 -0.24 0.41 -0.84 -0.42 0.39 -0.62 0.04 0.16 -0.37 0.25 -0.26 0.39 0.32 -0.31 0.31 0.34 0.43

***

C22H57O25S7V as an isolated structure at a distorted geometry, computed with ωB97M-V with the def2-TZVPD basis set.

Energy relative to the best compared isomer or geometry (same formula, charge and spin) = 0.0 kcal/mol
Calculated total energy = -176452.795 eV
LUMO (spin up / spin down) = -2.7 / -2.1 eV
Total charge = +1
HOMO-LUMO gap (spin up / spin down) = 8.746 / 9.466 eV
Multiplicity = 2

Atoms and positions in Å:
O1 -6.548 -25.650 13.085
H1 -14.858 -31.348 18.659
H2 -12.499 -30.348 23.390
C1 -6.061 -24.652 18.419
H3 -8.699 -28.971 23.741
H4 -13.422 -29.381 13.120
O2 -10.278 -32.188 18.793
H5 -8.800 -24.323 12.944
H6 -4.857 -23.510 22.878
H7 -7.649 -32.123 14.589
C2 -8.267 -31.443 15.170
H8 -7.241 -23.558 22.186
H9 -14.108 -28.004 14.006
H10 -12.269 -32.139 20.642
S1 -7.598 -24.717 19.365
O3 -7.510 -32.705 17.418
V1 -8.737 -28.166 18.700
S2 -12.056 -26.323 18.729
H11 -12.494 -24.026 19.000
O4 -12.723 -26.651 20.169
H12 -6.642 -29.256 15.544
C3 -14.096 -25.299 21.641
S3 -11.322 -28.942 14.894
H13 -5.457 -25.516 18.695
C4 -11.463 -27.122 14.799
H14 -8.950 -23.631 10.719
H15 -15.443 -29.501 15.421
H16 -8.222 -30.438 14.755
O5 -5.986 -31.049 16.469
H17 -10.891 -24.315 18.258
C5 -6.422 -23.917 21.561
H18 -6.237 -24.669 17.346
H19 -5.386 -29.079 16.675
H20 -5.068 -29.775 20.602
H21 -3.885 -30.565 15.139
O6 -6.952 -25.038 20.820
C6 -14.365 -31.296 17.689
H22 -4.465 -24.840 21.765
H23 -12.785 -32.612 18.494
S4 -7.463 -26.742 13.325
H24 -5.533 -25.196 23.082
C7 -6.909 -28.115 12.338
C8 -15.168 -29.715 14.387
H25 -13.514 -25.746 22.444
H26 -12.498 -29.966 25.099
H27 -12.009 -27.465 23.956
H28 -12.328 -26.780 15.365
H29 -10.513 -26.739 15.167
H30 -11.673 -26.798 13.780
S5 -7.526 -31.393 16.837
H31 -3.965 -28.929 14.970
C9 -12.933 -31.848 17.734
O7 -6.277 -27.693 18.812
H32 -13.579 -24.349 21.489
H33 -7.612 -24.698 10.866
C10 -5.244 -24.405 22.392
O8 -8.250 -23.433 19.371
H34 -5.451 -23.788 18.681
O9 -10.589 -29.298 16.066
O10 -10.160 -29.701 19.153
O11 -12.077 -30.711 17.985
C11 -8.702 -24.683 10.901
O12 -12.913 -29.314 15.154
H35 -4.913 -29.962 13.840
C12 -9.176 -25.092 12.265
O13 -4.886 -29.065 19.965
C13 -14.068 -26.186 20.389
H36 -12.641 -32.238 16.760
H37 -15.081 -30.803 14.376
H38 -14.678 -27.062 20.608
H39 -10.764 -28.571 24.560
O14 -8.754 -27.620 17.209
O15 -10.808 -27.033 18.635
O16 -10.916 -29.552 13.656
H40 -6.122 -23.103 20.899
H41 -12.655 -30.380 20.561
C14 -11.575 -24.608 19.051
H42 -10.260 -24.981 12.348
C15 -5.733 -29.752 15.887
O17 -10.944 -28.569 22.523
H43 -14.329 -30.280 17.302
C16 -8.385 -28.079 23.207
C17 -11.556 -28.441 23.816
C18 -4.620 -29.797 14.875
O18 -8.344 -25.907 19.057
O19 -10.201 -26.192 22.515
C19 -6.097 -28.635 19.608
H44 -14.490 -25.658 19.536
C20 -11.868 -31.127 20.590
O20 -9.349 -27.780 20.780
C21 -12.588 -29.532 24.105
O21 -7.145 -29.211 20.024
H45 -7.571 -28.301 22.522
C22 -13.802 -29.053 14.087
H46 -13.586 -29.095 24.085
O22 -13.058 -26.428 17.703
H47 -15.007 -31.862 17.012
H48 -5.822 -28.105 12.428
H49 -8.247 -27.243 23.887
S6 -9.773 -27.515 22.143
O23 -8.907 -26.444 12.645
H50 -11.172 -31.092 21.424
O24 -7.682 -27.160 14.681
H51 -9.310 -31.743 15.205
H52 -15.129 -25.115 21.928
H53 -11.075 -24.569 20.014
S7 -10.905 -30.934 19.083
H54 -9.157 -25.130 10.015
O25 -8.058 -30.247 17.557
H55 -15.932 -29.334 13.717
H56 -7.096 -27.849 11.299
H57 -7.302 -29.078 12.646

Atomic partial charges in e from the Mulliken method, atoms 1 to 99: -0.70 0.32 0.14 -0.99 0.39 0.39 -0.71 0.33 0.39 0.48 -0.43 0.30 0.25 0.56 0.89 -0.69 1.69 0.95 0.48 0.02 -0.27 -1.02 0.85 0.22 -0.88 0.40 0.29 -0.16 -0.50 0.41 -0.40 0.43 -0.17 0.34 0.39 -0.07 -0.86 0.31 0.57 0.97 0.26 -0.98 -1.32 0.11 0.39 0.30 0.33 0.19 0.41 0.94 0.40 -0.48 -0.69 0.30 0.31 -1.18 -0.69 0.39 -0.53 -0.21 0.07 -1.26 0.14 0.26 -0.28 -0.53 -0.41 0.27 0.29 0.32 0.35 0.42 -0.43 -0.81 0.43 0.36 -1.09 0.38 1.20 0.32 0.01 -1.19 -0.33 -1.55 -0.34 -0.75 0.73 0.43 -1.24 -0.35 -1.14 -0.58 0.20 -0.28 0.34 -0.76 0.37 0.37 0.47

***

C26H29Br4N2O5Ti as an isolated structure at a distorted geometry, computed with ωB97M-V with the def2-TZVPD basis set.

Energy relative to the best compared isomer or geometry (same formula, charge and spin) = 0.0 kcal/mol
Calculated total energy = -343940.265 eV
LUMO (spin up / spin down) = 0.0 / -0.3 eV
HOMO-LUMO gap (spin up / spin down) = 7.464 / 7.249 eV
Multiplicity = 2

Atoms and positions in Å:
O1 -1.777 -0.832 -4.721
C1 -1.983 2.207 -3.444
H1 -2.085 -2.044 2.677
C2 -2.601 -1.069 2.776
H2 1.450 0.303 -5.209
C3 -0.797 2.226 1.814
H3 1.042 -1.363 -5.059
C4 -0.732 0.444 -1.479
H4 2.215 -0.138 4.322
C5 -0.494 0.259 -2.938
C6 0.948 -0.313 -3.094
Br1 3.338 -5.781 -0.127
H5 2.522 1.407 3.621
C7 1.342 -2.316 0.597
H6 -0.814 -2.016 4.287
H7 -2.124 3.764 1.325
C8 1.588 2.848 1.946
H8 -3.763 2.161 2.096
H9 2.704 -0.025 2.564
C9 0.043 -1.369 4.061
C10 2.248 -1.320 0.075
C11 2.859 -4.009 -0.121
C12 1.677 -3.664 0.513
N1 -2.007 -1.627 -2.641
C13 -1.579 0.042 2.714
O2 -2.790 -2.237 -0.580
H10 -2.171 2.546 -2.372
H11 -3.018 2.004 0.434
H12 0.939 -1.306 -2.642
H13 2.562 -0.951 -4.423
H14 -2.726 1.434 -3.757
H15 0.180 2.263 -3.302
H16 -3.778 0.597 1.299
C14 3.470 -1.655 -0.467
H17 1.635 3.530 2.805
H18 -2.207 3.054 -4.127
C15 0.475 1.932 2.285
Br2 5.434 -3.548 -1.181
Br3 0.312 -4.885 1.061
H19 -3.341 -1.031 1.996
C16 1.528 -0.557 -4.503
Br4 4.795 -0.363 -0.774
C17 -1.840 1.267 2.014
H20 0.655 -2.058 3.446
Ti1 -0.048 0.043 0.788
H21 -3.170 -1.073 3.702
C18 2.120 0.439 3.377
H22 1.385 3.503 1.057
H23 2.488 2.283 1.773
C19 -3.199 1.520 1.406
C20 -1.449 -0.759 -3.568
N2 -1.460 -0.431 -0.712
C21 -0.327 -0.154 3.296
O3 0.280 -1.816 1.112
H24 0.587 -1.050 4.964
H25 -2.543 -2.388 -3.013
H26 -0.905 3.333 0.019
H27 -0.416 4.261 1.367
C22 0.693 0.761 3.016
H28 1.592 0.331 -2.539
C23 3.716 -3.026 -0.594
O4 1.854 -0.048 0.231
H29 -0.499 1.477 -4.762
C24 -0.614 1.584 -3.713
C25 -2.144 -1.461 -1.253
C26 -1.104 3.506 1.069
O5 -0.166 1.352 -0.791

How positive or negative is each atom? The natural (NBO) charges in e answer that: -0.57 -0.62 0.25 -0.64 0.21 0.02 0.22 0.71 0.23 -0.22 -0.37 0.12 0.22 0.30 0.24 0.23 -0.64 0.23 0.27 -0.65 0.21 -0.19 -0.16 -0.67 -0.07 -0.57 0.20 0.23 0.22 0.23 0.21 0.22 0.24 -0.17 0.23 0.23 -0.05 0.08 0.08 0.24 -0.62 0.10 0.00 0.27 1.58 0.23 -0.65 0.23 0.25 -0.64 0.72 -0.72 0.03 -0.77 0.23 0.43 0.26 0.23 -0.03 0.23 -0.15 -0.78 0.24 -0.40 0.80 -0.65 -0.67

***

An isolated molecule of C4H9NO, computed with ωB97M-V with the def2-TZVPD basis set.

Energy relative to the best compared isomer or geometry (same formula, charge and spin) = 55.9 kcal/mol
Calculated total energy = -7829.897 eV
LUMO = 1.1 eV
HOMO-LUMO gap = 10.609 eV

Atoms and positions in Å:
C1 0.105 -0.045 -1.193
H1 -0.030 -0.599 1.695
H2 0.750 0.665 -0.662
H3 1.496 -0.508 -2.789
C2 -0.847 -0.294 1.007
C3 -0.308 1.543 2.151
H4 -0.548 0.541 -1.852
C4 0.934 -1.028 -2.004
H5 -0.530 2.462 2.681
O1 -0.719 -0.764 -0.291
H6 0.582 0.993 2.490
H7 -1.755 -0.761 1.393
H8 1.643 -1.563 -1.362
N1 -1.057 1.127 1.217
H9 0.285 -1.770 -2.480

How positive or negative is each atom? The natural (NBO) charges in e answer that: -0.06 0.12 0.17 0.21 0.08 -0.05 0.18 -0.62 0.17 -0.53 0.14 0.19 0.21 -0.40 0.21